[1]
Density functional theory data (ωB97M-V with the def2-TZVPD basis set) for C7H17O3Pm as an isolated structure.

* multiplicity: 6
* net charge: +3
* orbital gap (alpha / beta): 0.2254 / 0.2719 Eh
* lowest unoccupied orbital energy (alpha / beta): -14.0 / -13.0 eV

CARTESIAN COORDINATES (ANGSTROEM)
H -0.94 0.42 -0.91
C -1.49 -1.76 0.60
H -0.05 -5.63 1.08
H -2.06 -3.79 0.92
H 4.39 -2.71 0.35
H -2.23 -1.61 -0.19
H 2.52 -5.65 1.22
C 1.93 -4.94 0.62
H -1.13 -3.08 2.26
C -1.24 -3.11 1.17
O -0.01 -3.60 0.61
H 1.86 -5.30 -0.41
C 0.57 -4.74 1.25
O -0.33 -1.02 0.46
Pm 1.43 -2.04 0.16
O 2.60 -3.67 0.61
H 4.20 -4.24 -0.58
H -3.85 -1.00 1.31
H -5.33 -1.18 2.50
C -4.96 -0.60 1.64
H 4.48 -4.29 1.20
H -5.67 -0.73 0.82
H -1.21 0.82 0.83
C 4.01 -3.74 0.38
C -0.53 0.36 0.10
H -4.95 0.45 1.92
H 0.66 -4.54 2.32
H 0.45 0.86 0.15


[2]
Density functional theory data (ωB97M-V with the def2-TZVPD basis set) for a 2-piece molecular cluster, C7H17O4 overall.

* multiplicity: 2
* energy above the lowest of the compared OMol25 structures with the same formula, charge and spin: 11.5 kJ/mol
* orbital gap (alpha / beta): 0.3723 / 0.2841 Eh
* lowest unoccupied orbital energy (alpha / beta): 0.9 / -1.5 eV

CARTESIAN COORDINATES (ANGSTROEM)
H -1.48 1.88 0.13
H 0.24 -2.57 -0.42
H -1.37 -0.60 -0.44
H -4.93 -1.98 -1.41
H 3.10 -1.37 -0.68
C 0.34 2.72 0.92
H -1.18 -1.45 1.17
O 1.14 -0.85 -1.13
C -0.42 1.58 0.26
H 2.21 0.70 0.78
H 2.77 -0.77 -2.34
C -0.70 -0.82 0.41
H -0.04 3.67 0.51
H 3.51 1.89 1.13
C 2.44 1.67 1.26
C 2.37 -1.38 -1.52
H 2.27 -2.42 -1.87
C -4.15 -1.45 -0.81
O -3.01 -2.17 -1.00
O 1.72 2.72 0.68
C 0.53 -1.56 -0.08
H -4.09 -0.43 -1.22
H 1.23 -1.68 0.76
H 2.22 1.58 2.34
H 0.01 1.39 -0.74
O -0.35 0.42 1.06
H -4.50 -1.45 0.24
H 0.13 2.71 2.01


[3]
Density functional theory data (ωB97M-V with the def2-TZVPD basis set) for a 2-piece molecular cluster, C7H18B2F4O2S overall.

* orbital gap: 0.3668 Eh
* lowest unoccupied orbital energy: -0.5 eV

CARTESIAN COORDINATES (ANGSTROEM)
H 0.64 -1.39 2.53
H -1.03 -0.80 2.84
H -1.80 -0.46 -1.11
C 2.03 1.69 -0.12
H 1.15 1.84 -0.78
C 3.08 0.17 1.58
B -2.66 1.01 -3.66
O -3.88 -0.04 0.81
S -0.71 -1.75 0.56
C 0.99 -2.06 -0.12
C 1.85 0.31 0.63
H 0.82 -2.65 -1.04
H 1.44 -0.31 -1.42
H 2.10 2.49 0.63
C -0.43 -1.60 2.39
F -1.65 1.42 -2.77
H 3.02 -0.72 2.22
F -2.10 0.19 -4.65
F -3.62 0.27 -2.92
H -0.66 -2.60 2.78
H -4.19 -0.09 -0.11
H 0.91 0.42 1.20
H 2.95 1.62 -0.72
H 1.53 -2.74 0.56
C -1.37 -0.20 -0.12
H 3.97 0.08 0.93
H -1.41 1.90 1.24
B -2.58 0.45 0.74
F -3.26 2.13 -4.25
H -0.62 0.58 -0.31
H 3.17 1.10 2.16
C 1.78 -0.78 -0.49
O -2.30 1.62 1.46
H 2.82 -1.10 -0.68


[4]
Density functional theory data (ωB97M-V with the def2-TZVPD basis set) for one molecule with the formula C7H18BO2P.

* SMILES: CCCCCCPCB(O)O
* orbital gap: 0.3366 Eh
* lowest unoccupied orbital energy: 0.6 eV

CARTESIAN COORDINATES (ANGSTROEM)
H 0.53 -2.96 2.19
C 0.53 -1.04 -0.68
H 1.05 -1.64 -1.44
H -0.12 1.83 -1.47
H -0.19 -3.26 0.62
H -1.22 -0.74 -1.90
H -2.86 -1.16 0.10
H -1.52 -0.74 1.13
H 1.52 -3.57 0.87
C 0.07 2.48 -0.60
H -3.29 1.03 0.46
C -0.98 -1.18 -0.92
C -2.32 0.89 -0.03
H -0.57 1.46 1.58
C 0.71 -2.88 1.12
P -1.28 2.27 0.66
H -2.49 1.13 -1.08
H 2.58 3.38 -1.55
H 0.84 -0.01 -0.88
H 0.64 -0.74 1.45
H -0.03 3.50 -1.00
C 1.03 -1.44 0.71
H 2.31 0.94 1.15
O 2.56 2.50 -1.15
C -1.93 -0.58 0.13
H 2.12 -1.31 0.71
H -1.21 -2.24 -1.02
B 1.58 2.26 -0.20
O 1.95 1.83 1.05


[5]
Density functional theory data (ωB97M-V with the def2-TZVPD basis set) for C7H18CeClIO2PS as an isolated structure.

* multiplicity: 2
* energy above the lowest of the compared OMol25 structures with the same formula, charge and spin: 0.0 kJ/mol
* net charge: +2
* orbital gap (alpha / beta): 0.2986 / 0.1829 Eh
* lowest unoccupied orbital energy (alpha / beta): -8.1 / -11.3 eV

CARTESIAN COORDINATES (ANGSTROEM)
H 0.81 -0.14 -4.50
H -2.13 -1.88 -2.38
O -1.42 -2.33 0.48
C -1.73 1.07 0.12
C -1.14 -1.79 -2.85
H 0.46 -0.17 5.85
H -2.47 0.88 -2.98
H 0.51 1.41 4.98
H -1.37 0.74 -4.38
O 0.44 0.56 2.37
C -0.83 -1.37 0.23
I 2.19 -1.73 -0.15
H 1.66 -1.18 -3.29
H -1.07 1.99 -3.14
C 1.12 -0.24 -3.45
P -0.38 -0.20 -2.39
H -2.51 0.69 -0.55
H -2.06 0.93 1.17
Cl 1.28 2.93 -1.07
S 0.77 -0.46 3.52
C 0.13 0.39 4.96
H -0.50 -2.61 -2.51
H 1.78 0.61 -3.18
Ce 0.60 0.81 0.19
C -1.43 0.97 -3.31
H 2.73 0.91 3.83
H 2.78 -0.65 4.75
C 2.53 -0.17 3.79
H -0.96 0.37 4.90
H 3.09 -0.65 2.97
H -1.60 2.16 -0.06
H -1.26 -1.84 -3.94


[6]
Density functional theory data (ωB97M-V with the def2-TZVPD basis set) for C7H18CrNO2Si as an isolated structure.

* multiplicity: 5
* net charge: -1
* orbital gap (alpha / beta): 0.2765 / 0.2610 Eh
* lowest unoccupied orbital energy (alpha / beta): 3.0 / 3.0 eV

CARTESIAN COORDINATES (ANGSTROEM)
H -1.56 -2.38 2.31
Si -0.66 -1.57 0.06
H 2.58 2.29 -1.27
C 1.04 -2.50 0.44
C -2.81 1.00 -0.01
H -2.82 -2.43 1.11
H -1.62 -3.70 1.17
Cr -0.72 0.82 -0.07
H -0.29 -2.19 -2.39
C -1.01 -2.50 -1.64
H 2.49 4.02 0.62
H -3.18 1.50 -0.92
N 1.71 0.81 -0.08
O -0.40 2.83 -0.36
H 1.48 2.85 1.52
C 2.50 2.03 -0.21
H 0.91 -3.59 0.46
H 3.53 1.90 0.18
H -0.96 -3.58 -1.55
H 1.79 -2.29 -0.33
C 1.80 3.18 0.52
H -3.15 1.63 0.82
H 2.04 0.08 -0.71
H -2.00 -2.24 -2.02
C 0.56 3.64 -0.33
H 1.79 0.44 0.87
O 0.65 4.72 -0.91
H 1.47 -2.21 1.39
H -3.40 0.07 0.06
C -1.77 -2.63 1.28


[7]
Density functional theory data (ωB97M-V with the def2-TZVPD basis set) for a 2-piece molecular cluster, C7H18N2O overall.

* SMILES: CC(=O)[C@@H](C)N.CC(C)N
* energy above the lowest of the compared OMol25 structures with the same formula, charge and spin: 66.0 kJ/mol
* orbital gap: 0.3402 Eh
* lowest unoccupied orbital energy: 0.6 eV

CARTESIAN COORDINATES (ANGSTROEM)
C -0.92 -0.03 1.22
N -2.64 -0.22 -0.54
H -0.88 2.47 0.47
H 2.74 -2.06 -0.08
H -1.03 1.70 -1.12
C 1.02 -0.51 -1.55
H 1.19 -1.51 -1.94
C -1.56 1.95 -0.21
H -3.24 -0.92 -0.11
C 2.66 -1.06 0.34
H -3.21 0.32 -1.19
N 2.22 1.26 -0.17
H 0.89 0.17 -2.39
H -0.28 -1.90 2.05
H 1.91 1.94 -0.85
H 1.89 -1.05 1.10
O -0.06 0.62 1.77
H -1.07 -2.00 0.45
H 1.56 1.25 0.61
C -1.08 -1.51 1.42
H 3.61 -0.80 0.81
C 2.32 -0.05 -0.75
H 0.08 -0.54 -1.01
C -2.06 0.67 0.46
H -2.77 0.95 1.25
H -2.05 -1.73 1.89
H 3.14 -0.02 -1.48
H -2.39 2.61 -0.45


[8]
Density functional theory data (ωB97M-V with the def2-TZVPD basis set) for one molecule with the formula C7H18N2Si2.

* SMILES: C[Si](C)(C)N=C=N[Si](C)(C)C
* energy above the lowest of the compared OMol25 structures with the same formula, charge and spin: 0.0 kJ/mol
* orbital gap: 0.3672 Eh
* lowest unoccupied orbital energy: 0.8 eV

CARTESIAN COORDINATES (ANGSTROEM)
C -0.94 2.90 1.18
N -1.91 0.18 0.59
C 1.49 -1.61 -1.47
H 1.77 -4.69 0.09
H 2.22 -1.37 2.27
C -0.39 1.47 -1.42
H 2.82 -0.39 0.91
H 1.39 -4.06 1.64
N -0.65 -2.01 0.67
H -1.52 2.86 2.06
C 1.92 -0.83 1.34
H 2.87 -3.65 0.82
Si 1.10 -2.09 0.31
H -0.26 2.35 -1.91
H 1.17 -0.07 1.47
C 1.80 -3.77 0.67
H 1.35 -2.44 -2.15
H -2.92 2.72 -1.82
H -3.44 3.31 -0.22
Si -1.61 1.75 -0.07
C -3.15 2.42 -0.80
H 0.75 -0.87 -1.75
C -1.29 -0.96 0.61
H -3.90 1.60 -0.69
H 0.07 2.75 1.35
H -0.71 0.65 -2.08
H 0.55 1.23 -0.83
H 2.51 -1.23 -1.57
H -1.07 3.85 0.79


[9]
Density functional theory data (ωB97M-V with the def2-TZVPD basis set) for a 2-piece molecular cluster, C7H18N3O2Se overall.

* energy above the lowest of the compared OMol25 structures with the same formula, charge and spin: 0.0 kJ/mol
* net charge: +1
* orbital gap: 0.3262 Eh
* lowest unoccupied orbital energy: -2.8 eV

CARTESIAN COORDINATES (ANGSTROEM)
H 0.04 3.00 0.44
N 0.21 2.11 -0.03
H 1.54 -2.84 -1.19
C -1.84 0.36 0.25
H -2.96 -1.38 1.08
O -2.32 1.34 1.10
C 1.45 2.03 -0.82
H 3.15 -2.64 -1.37
C 1.25 -1.22 0.98
C -2.86 -0.86 0.13
N 2.31 -2.21 -0.99
H -5.19 -0.09 0.90
H 1.20 0.00 -1.61
H 1.31 2.43 -1.82
H 1.30 -1.19 2.07
H -2.53 1.32 -1.37
H 2.78 0.29 -0.89
C 1.72 0.53 -0.81
H -0.65 1.85 -0.69
Se -4.66 -0.22 -0.44
O -1.69 0.90 -1.08
H 0.31 -1.72 0.69
H -3.28 1.42 1.05
H 3.37 -1.47 0.63
C 2.44 -2.02 0.44
H 2.26 2.58 -0.32
H -0.06 1.09 1.90
C 0.22 0.97 0.86
N 1.22 0.14 0.50
H -2.51 -1.54 -0.64
H 2.49 -2.96 1.01


Maximum force for the records above, in order: 4.71; 0.84; 2.05; 0.64; 4.41; 2.75; 1.70; 6.65; 2.70 eV/Å
Calculated total energy for the records above, in order: -30196.5004; -15720.4906; -34711.1678; -21613.2107; -65305.6005; -49436.8307; -12578.6463; -26288.6210; -81453.7476 eV